A gas-phase ion, C7H11N2O3 (charge +1). Source: OMol25; level of theory: wB97M-V/def2-TZVPD.

Each line ends with the natural charge from an NBO analysis.
Positions of all 23 atoms, in Å:
C1 1.576 -0.166 -1.835  0.11
N1 1.653 0.673 -0.907  -0.50
C2 1.330 1.977 -0.829  0.79
O1 1.806 2.919 -1.366  -0.47
N2 0.373 2.199 0.293  -0.57
C3 -0.018 1.226 1.015  0.71
O2 -0.752 0.926 2.009  -0.35
C4 0.025 -0.176 1.339  0.23
C5 1.145 -0.778 2.130  -0.66
C6 -0.861 -1.050 0.472  -0.10
O3 -1.307 -0.227 -0.583  -0.56
C7 -2.397 -0.768 -1.315  -0.25
H1 2.075 -1.120 -1.705  0.20
H2 1.022 -0.002 -2.756  0.19
H3 0.063 3.163 0.437  0.46
H4 0.841 -1.732 2.552  0.25
H5 1.442 -0.118 2.942  0.26
H6 2.003 -0.936 1.479  0.26
H7 -1.703 -1.429 1.067  0.22
H8 -0.288 -1.906 0.090  0.20
H9 -2.633 -0.037 -2.083  0.21
H10 -3.269 -0.916 -0.671  0.19
H11 -2.123 -1.722 -1.776  0.18

As for the largest force on an atom: 1.59 eV Å⁻¹. As for the HOMO-LUMO gap: 10.5 eV. As for the SMILES: C=NC(=O)/[NH+]=C1/O[C@@]1(C)COC. The calculation puts the energy above the lowest of the compared OMol25 structures with the same formula, charge and spin at 197.5 kJ/mol. The net charge is +1.

---

A gas-phase ion, C7H11N2S (charge +1). Source: OMol25; level of theory: wB97M-V/def2-TZVPD.

Each line ends with the natural charge from an NBO analysis.
Positions of all 21 atoms, in Å:
C1 -2.452 -1.125 -0.204  0.04
C2 -2.031 0.045 -0.977  -0.46
C3 1.384 0.514 1.179  -0.56
C4 0.217 1.378 1.521  0.28
C5 1.414 0.097 -0.259  0.08
C6 1.289 -1.354 -0.558  -0.67
C7 1.463 1.038 -1.216  -0.42
N1 -2.661 -1.330 1.014  -0.49
N2 -0.755 1.675 0.778  -0.65
S1 -1.089 1.383 -0.785  1.06
H1 -2.662 -1.973 -0.854  0.21
H2 -2.359 0.019 -2.010  0.27
H3 2.279 1.089 1.442  0.28
H4 1.358 -0.348 1.852  0.27
H5 0.197 1.793 2.526  0.23
H6 2.213 -1.860 -0.275  0.26
H7 1.125 -1.533 -1.617  0.24
H8 0.486 -1.812 0.019  0.23
H9 1.483 0.784 -2.262  0.23
H10 1.633 2.078 -0.983  0.22
H11 -2.532 -0.559 1.669  0.35

As for the largest force on an atom: 1.92 eV Å⁻¹. As for the HOMO-LUMO gap: 7.8 eV. The calculation puts the energy above the lowest of the compared OMol25 structures with the same formula, charge and spin at 332.4 kJ/mol. The net charge is +1.

---

A gas-phase ion, C7H11N2S (charge +1). Source: OMol25; level of theory: wB97M-V/def2-TZVPD.

Each line ends with the Mulliken spin population.
Positions of all 21 atoms, in Å:
C1 0.742 1.101 2.552  0.11
C2 2.069 1.349 2.274  0.45
C3 -1.457 0.695 -0.832  0.04
C4 0.069 0.805 -0.796  0.23
C5 -0.610 -0.621 -0.923  0.23
C6 -0.434 -1.227 -2.300  0.00
C7 -0.562 -1.505 0.200  0.01
N1 0.029 0.847 1.486  0.23
N2 0.658 1.154 0.406  0.31
S1 2.305 1.559 0.611  0.25
H1 0.197 0.920 3.485  0.00
H2 2.877 1.481 2.855  0.01
H3 -1.986 0.706 0.204  0.00
H4 -1.880 0.982 -1.768  0.02
H5 0.711 1.135 -1.738  0.01
H6 0.588 -1.516 -2.255  0.02
H7 -0.637 -0.543 -3.059  0.00
H8 -0.969 -2.116 -2.230  0.02
H9 0.219 -2.325 0.099  0.00
H10 -1.594 -1.902 0.568  0.04
H11 -0.336 -0.977 1.159  0.01

As for the largest force on an atom: 4.66 eV Å⁻¹. The spin multiplicity is 3. As for the expectation value of S²: 2.011. As for the HOMO-LUMO gap (alpha / beta): 7.6 / 6.5 eV. The calculation puts the energy above the lowest of the compared OMol25 structures with the same formula, charge and spin at 208.9 kJ/mol. The net charge is +1.

---

A single C7H11N3 molecule. Source: OMol25; level of theory: wB97M-V/def2-TZVPD.

Each line ends with the natural charge from an NBO analysis.
Positions of all 21 atoms, in Å:
H1 -1.306 -3.938 0.672  0.35
N1 -1.243 -3.265 -0.120  -0.52
C1 -0.789 -2.170 0.218  0.19
C2 -0.394 -1.795 1.520  0.21
N2 -0.183 -1.501 2.605  -0.27
C3 -0.552 -1.049 -0.693  -0.31
C4 0.915 -0.721 -0.937  -0.40
C5 1.112 0.807 -0.827  -0.22
N3 -0.011 1.138 0.066  -0.44
C6 0.316 1.293 1.510  -0.43
C7 -1.084 0.281 -0.225  -0.22
H2 -0.966 -1.411 -1.595  0.24
H3 1.227 -1.009 -1.970  0.22
H4 1.490 -1.188 -0.200  0.20
H5 1.972 0.899 -0.318  0.21
H6 0.905 1.299 -1.754  0.20
H7 -0.502 1.628 2.024  0.20
H8 1.089 2.042 1.811  0.20
H9 0.721 0.286 1.915  0.18
H10 -1.764 0.924 -0.934  0.21
H11 -1.588 0.208 0.654  0.20

As for the largest force on an atom: 5.22 eV Å⁻¹. As for the HOMO-LUMO gap: 8.5 eV. As for the SMILES: [H]/N=C(\C#N)[C@@H]1CCN(C)C1. The calculation puts the energy above the lowest of the compared OMol25 structures with the same formula, charge and spin at 181.1 kJ/mol.

---

2 unconnected molecules or ions with the total composition C7H11N3. Source: OMol25; level of theory: wB97M-V/def2-TZVPD.

Each line ends with the natural charge from an NBO analysis.
Positions of all 21 atoms, in Å:
C1 -0.526 -2.728 -0.059  -0.26
C2 0.556 -2.187 0.630  -0.21
C3 -1.107 -2.005 -1.091  -0.16
C4 1.064 -0.960 0.280  -0.22
C5 -0.618 -0.767 -1.445  -0.25
C6 0.521 -0.217 -0.800  -0.12
C7 1.022 1.026 -1.153  -0.35
N1 -1.519 1.191 0.686  -0.61
N2 0.046 2.584 1.470  -0.63
N3 -0.709 2.221 0.426  -0.06
H1 -0.900 -3.706 0.204  0.21
H2 1.002 -2.742 1.443  0.21
H3 -1.947 -2.425 -1.627  0.20
H4 1.922 -0.556 0.800  0.20
H5 -1.064 -0.220 -2.264  0.21
H6 1.900 1.427 -0.679  0.18
H7 0.637 1.559 -2.003  0.20
H8 -1.869 0.768 -0.168  0.39
H9 -1.168 0.492 1.351  0.34
H10 0.360 1.854 2.111  0.34
H11 0.742 3.267 1.216  0.38

As for the largest force on an atom: 1.51 eV Å⁻¹. As for the HOMO-LUMO gap (alpha / beta): 7.8 / 6.3 eV. The calculation puts the energy above the lowest of the compared OMol25 structures with the same formula, charge and spin at 261.8 kJ/mol.

---

A single C7H11N3 molecule. Source: OMol25; level of theory: wB97M-V/def2-TZVPD.

Each line ends with the Mulliken spin population.
Positions of all 21 atoms, in Å:
C1 1.697 0.144 -0.296  0.03
C2 0.886 1.282 -0.623  0.36
C3 0.416 -1.150 -0.326  0.03
C4 2.862 -0.115 0.213  0.50
C5 1.424 2.423 -1.175  0.79
C6 -2.190 -0.368 1.571  0.00
C7 -2.007 -0.843 0.019  0.00
N1 0.782 -2.317 -0.154  0.01
N2 -0.522 0.967 -0.537  0.15
N3 -0.703 -0.409 -0.462  0.05
H1 3.027 -1.209 0.313  0.01
H2 3.564 0.579 0.519  0.00
H3 1.027 3.387 -1.358  0.03
H4 2.534 2.462 -1.189  0.02
H5 -1.226 -0.413 1.981  0.00
H6 -2.570 0.651 1.707  0.00
H7 -2.886 -1.001 2.023  0.00
H8 -2.074 -1.912 0.011  0.00
H9 -2.928 -0.522 -0.664  0.00
H10 -0.100 -2.962 -0.190  0.01
H11 -1.013 1.324 -1.383  0.01

As for the largest force on an atom: 8.58 eV Å⁻¹. The spin multiplicity is 3. As for the expectation value of S²: 2.019. As for the HOMO-LUMO gap (alpha / beta): 6.3 / 6.5 eV. The calculation puts the energy above the lowest of the compared OMol25 structures with the same formula, charge and spin at 99.0 kJ/mol.

---

A molecular structure, C7H11N3. Source: OMol25; level of theory: wB97M-V/def2-TZVPD.

Each line ends with the natural charge from an NBO analysis.
Positions of all 21 atoms, in Å:
C1 -1.082 -1.635 1.365  -0.06
C2 -0.385 -2.043 0.304  -0.06
C3 0.282 -0.978 -1.707  0.37
C4 -0.402 1.178 -1.918  0.40
C5 -1.152 -0.164 1.407  -0.48
C6 -0.183 0.256 0.251  0.27
C7 1.566 0.806 0.953  -0.48
N1 0.078 -0.930 -0.426  -0.28
N2 0.246 0.177 -2.501  -0.54
N3 -0.591 1.263 -0.672  -0.48
H1 -1.667 -2.212 2.063  0.29
H2 -0.261 -3.010 -0.121  0.27
H3 0.486 -1.952 -2.237  0.29
H4 -0.733 2.105 -2.478  0.29
H5 -2.175 0.089 1.420  0.28
H6 -0.671 0.247 2.336  0.28
H7 1.638 1.919 0.525  0.23
H8 2.291 0.178 0.529  0.22
H9 1.577 0.759 1.954  0.22
H10 0.404 0.084 -3.494  0.49
H11 -1.274 2.068 -0.332  0.50

As for the largest force on an atom: 7.01 eV Å⁻¹. As for the HOMO-LUMO gap: 8.3 eV. The calculation puts the energy above the lowest of the compared OMol25 structures with the same formula, charge and spin at 272.3 kJ/mol. The net charge is +2.

---

A single C7H11N3O2 molecule. Source: OMol25; level of theory: wB97M-V/def2-TZVPD.

Each line ends with the natural charge from an NBO analysis.
Positions of all 23 atoms, in Å:
C1 1.810 -0.975 -0.938  -0.62
C2 1.622 -0.183 0.362  -0.30
C3 2.785 0.822 0.776  -0.61
C4 0.436 0.762 0.120  0.74
O1 0.479 1.965 0.017  -0.59
N1 -0.966 0.164 0.183  -0.33
N2 -2.073 0.924 -0.115  -0.41
C5 -3.209 0.248 0.143  0.39
N3 -4.500 0.751 -0.072  -0.79
C6 -2.887 -1.032 0.520  -0.47
C7 -1.424 -1.150 0.462  0.62
O2 -0.801 -2.184 0.695  -0.64
H1 0.937 -1.696 -0.882  0.26
H2 2.650 -1.530 -0.751  0.21
H3 1.984 -0.264 -1.856  0.22
H4 1.216 -0.864 1.270  0.26
H5 2.557 1.856 0.452  0.24
H6 3.689 0.449 0.358  0.21
H7 2.782 0.688 1.781  0.21
H8 -1.814 1.848 0.190  0.41
H9 -5.184 0.254 0.434  0.40
H10 -4.480 1.765 -0.051  0.39
H11 -3.660 -1.708 0.728  0.22

As for the largest force on an atom: 3.40 eV Å⁻¹. As for the HOMO-LUMO gap: 9.0 eV. As for the SMILES: CC(C)C(=O)n1[nH]c(N)cc1=O. The calculation puts the energy above the lowest of the compared OMol25 structures with the same formula, charge and spin at 173.5 kJ/mol.